{
  "formula": "C54H58AuGeN7S3",
  "method": "the ωB97M-V functional and the def2-TZVPD basis",
  "e_above_lowest_kcal_mol": 31.1,
  "lumo_energy_ha": -0.4418,
  "total_charge": 4,
  "homo_energy_ev": -18.300,
  "elements": ["Au", "N", "C", "C", "C", "C", "C", "N", "C", "C", "C", "C", "C", "N", "H", "H", "H", "H", "H", "H", "H", "H", "H", "N", "S", "N", "S", "N", "S", "N", "C", "C", "C", "C", "C", "C", "C", "C", "C", "C", "C", "C", "C", "C", "C", "C", "C", "C", "C", "C", "C", "C", "C", "C", "C", "C", "C", "C", "C", "C", "C", "C", "C", "C", "C", "C", "H", "H", "H", "H", "H", "H", "H", "H", "H", "H", "H", "H", "H", "H", "H", "H", "H", "H", "H", "H", "H", "H", "H", "H", "H", "H", "H", "H", "H", "H", "C", "C", "C", "C", "Ge", "C", "C", "C", "C", "H", "H", "H", "H", "H", "H", "H", "H", "H", "H", "H", "H", "H", "H", "H", "H", "H", "H", "H"],
  "xyz": [[0.5955, 0.3723, -0.5276], [2.4369, 3.2644, -0.5125], [2.7288, 2.5311, 0.6338], [2.4279, 3.1034, 1.8669], [2.7803, 2.4546, 3.0285], [3.3895, 1.2036, 2.9494], [3.6568, 0.6916, 1.7096], [3.3680, 1.3488, 0.5547], [1.9247, 2.9070, -1.7447], [2.0716, 3.8302, -2.7893], [1.6110, 3.5253, -4.0441], [1.0225, 2.2756, -4.2691], [0.8890, 1.4281, -3.2082], [1.3005, 1.7395, -1.9464], [2.5119, 4.2628, -0.3832], [1.9177, 4.0570, 1.8893], [2.5769, 2.9093, 3.9892], [3.6775, 0.6519, 3.8323], [4.1570, -0.2621, 1.5976], [2.5815, 4.7652, -2.5960], [1.7304, 4.2331, -4.8540], [0.6782, 1.9774, -5.2487], [0.4341, 0.4509, -3.3277], [0.0217, -1.0781, 0.6749], [-1.1769, -1.9258, 0.2666], [-2.6603, -1.3223, 0.4777], [-2.9652, -0.5287, 1.7970], [-2.2236, 0.8502, 1.9483], [-1.8688, 1.8325, 0.7503], [-0.3837, 1.9015, 0.2866], [-2.0497, 3.4422, 1.4258], [-2.1070, 3.6074, 2.8050], [-2.2429, 4.8961, 3.2979], [-2.3132, 5.9752, 2.4249], [-2.2458, 5.7849, 1.0474], [-2.1103, 4.5091, 0.5307], [-3.0818, 1.7127, -0.5341], [-2.7204, 1.2576, -1.7936], [-3.6880, 1.2088, -2.7845], [-4.9852, 1.6257, -2.5109], [-5.3278, 2.0917, -1.2464], [-4.3754, 2.1381, -0.2422], [-2.5420, -1.3651, 3.2770], [-1.3777, -1.0321, 3.9616], [-1.0555, -1.7712, 5.0873], [-1.8738, -2.8176, 5.4978], [-3.0255, -3.1426, 4.7889], [-3.3729, -2.4140, 3.6651], [-4.7058, -0.3463, 1.7828], [-5.4909, -0.9943, 0.8383], [-6.8654, -0.8210, 0.9060], [-7.4206, -0.0199, 1.8958], [-6.6135, 0.6174, 2.8357], [-5.2410, 0.4565, 2.7892], [-1.2547, -2.3386, -1.4490], [-0.0845, -2.8912, -1.9689], [-0.0602, -3.2699, -3.3004], [-1.1951, -3.1067, -4.0897], [-2.3560, -2.5665, -3.5525], [-2.3983, -2.1790, -2.2195], [-1.0898, -3.4445, 1.1497], [-2.0980, -4.3770, 0.9186], [-2.0239, -5.5957, 1.5684], [-0.9628, -5.8616, 2.4296], [0.0302, -4.9156, 2.6467], [-0.0200, -3.6899, 1.9984], [-2.0590, 2.7577, 3.4709], [-2.3042, 5.0568, 4.3656], [-2.4306, 6.9755, 2.8205], [-2.3130, 6.6317, 0.3782], [-2.0750, 4.3436, -0.5386], [-1.7022, 0.9605, -2.0064], [-3.4277, 0.8638, -3.7764], [-5.7319, 1.6038, -3.2938], [-6.3340, 2.4348, -1.0469], [-4.6314, 2.5179, 0.7394], [-0.7550, -0.2168, 3.6233], [-0.1696, -1.5250, 5.6566], [-1.6177, -3.3804, 6.3858], [-3.6615, -3.9513, 5.1217], [-4.2779, -2.6472, 3.1177], [-5.0440, -1.6192, 0.0793], [-7.5041, -1.3202, 0.1901], [-8.4945, 0.1031, 1.9447], [-7.0583, 1.2278, 3.6097], [-4.6039, 0.9344, 3.5240], [0.7749, -3.0598, -1.3308], [0.8313, -3.7184, -3.7191], [-1.1789, -3.4221, -5.1246], [-3.2386, -2.4599, -4.1689], [-3.2962, -1.7557, -1.7942], [-2.9148, -4.1647, 0.2394], [-2.7876, -6.3425, 1.3992], [-0.9081, -6.8199, 2.9289], [0.8510, -5.1358, 3.3155], [0.7407, -2.9373, 2.1503], [5.4347, -4.2411, -1.5803], [4.7785, -3.0370, -0.9162], [3.7550, -2.3681, -1.8289], [3.1045, -1.1213, -1.1959], [4.2963, 0.4295, -1.0250], [4.5620, 1.5224, -2.5930], [5.7997, 0.9476, -3.3395], [7.0405, 1.8256, -3.1901], [7.5493, 1.9320, -1.7582], [6.1240, -4.7365, -0.8992], [5.9996, -3.9425, -2.4641], [4.6891, -4.9746, -1.8915], [5.5502, -2.3171, -0.6260], [4.2795, -3.3459, 0.0096], [2.9749, -3.0937, -2.0753], [4.2185, -2.1003, -2.7832], [2.7479, -1.3818, -0.1889], [2.2537, -0.8135, -1.8305], [5.5835, 0.1177, -0.2771], [4.7375, 2.5615, -2.3084], [3.6738, 1.4858, -3.2233], [5.5437, 0.8402, -4.3937], [6.0467, -0.0672, -2.9950], [6.8161, 2.8204, -3.5851], [7.8280, 1.4171, -3.8244], [6.8103, 2.3815, -1.0858], [8.4372, 2.5595, -1.7085], [7.8213, 0.9512, -1.3614]]
}